No. 1
{"formula": "C31H59F5O10P", "method": "wB97M-V/def2-TZVPD", "elements": ["O", "C", "O", "C", "P", "C", "C", "C", "C", "F", "F", "C", "F", "F", "F", "H", "H", "H", "H", "H", "H", "H", "H", "H", "H", "H", "C", "C", "O", "C", "H", "H", "H", "H", "H", "H", "C", "C", "O", "C", "H", "H", "H", "H", "H", "H", "C", "C", "O", "C", "H", "H", "H", "H", "H", "H", "C", "C", "O", "C", "H", "H", "H", "H", "H", "H", "C", "C", "O", "C", "H", "H", "H", "H", "H", "H", "C", "C", "O", "C", "H", "H", "H", "H", "H", "H", "C", "C", "O", "C", "H", "H", "H", "H", "H", "H", "C", "C", "O", "C", "H", "H", "H", "H", "H", "H"], "xyz": [[0.11, 1.99, -0.46], [0.29, 1.68, 0.85], [1.56, 2.13, 1.45], [-0.92, 0.91, 1.64], [-0.49, -0.84, 2.27], [1.17, -0.94, 3.24], [1.06, -0.32, 4.77], [1.00, -1.51, 5.94], [1.24, -0.93, 7.45], [2.67, -1.21, 7.86], [1.12, 0.57, 7.42], [0.21, -1.49, 8.59], [0.25, -0.52, 9.75], [-1.19, -1.66, 8.14], [0.67, -2.84, 9.06], [1.71, 3.09, 1.12], [-1.83, 0.80, 0.87], [-1.26, 1.58, 2.53], [-1.53, -1.20, 3.25], [-0.60, -1.85, 1.21], [1.44, -2.09, 3.39], [2.03, -0.42, 2.61], [2.09, 0.24, 4.97], [0.20, 0.46, 4.90], [-0.03, -2.08, 5.90], [1.82, -2.30, 5.61], [-3.41, -3.11, -1.42], [-2.74, -1.87, -0.88], [-2.46, -1.77, 0.31], [-2.41, -0.78, -1.86], [-3.59, -3.81, -0.61], [-4.37, -2.84, -1.87], [-2.77, -3.58, -2.17], [-3.33, -0.40, -2.32], [-1.72, -1.15, -2.62], [-1.93, 0.05, -1.32], [3.08, -3.81, 1.05], [1.91, -3.28, 0.27], [0.77, -3.33, 0.72], [2.19, -2.68, -1.08], [2.73, -4.22, 2.00], [3.56, -4.62, 0.48], [3.79, -3.01, 1.25], [2.63, -3.43, -1.74], [2.86, -1.82, -0.98], [1.25, -2.33, -1.53], [2.03, 3.80, 6.42], [1.43, 3.56, 5.06], [1.54, 2.47, 4.50], [0.69, 4.70, 4.42], [2.53, 2.88, 6.76], [2.77, 4.60, 6.37], [1.25, 4.05, 7.14], [1.37, 5.55, 4.28], [-0.16, 5.00, 5.05], [0.31, 4.39, 3.44], [-7.04, 1.69, -3.83], [-5.70, 1.71, -3.15], [-4.82, 0.90, -3.45], [-5.47, 2.74, -2.09], [-7.06, 0.89, -4.58], [-7.83, 1.51, -3.10], [-7.21, 2.65, -4.34], [-6.19, 2.61, -1.27], [-5.57, 3.74, -2.51], [-4.46, 2.63, -1.68], [0.26, -5.90, -2.39], [1.54, -6.13, -3.14], [2.64, -5.95, -2.61], [1.44, -6.58, -4.57], [0.49, -5.58, -1.37], [-0.33, -5.12, -2.88], [-0.31, -6.83, -2.34], [0.90, -5.83, -5.16], [0.92, -7.54, -4.62], [2.44, -6.70, -4.99], [1.77, 1.50, -5.16], [1.95, 1.29, -3.68], [2.08, 0.16, -3.21], [1.97, 2.51, -2.80], [1.77, 0.53, -5.67], [0.81, 1.99, -5.34], [2.58, 2.11, -5.55], [1.02, 3.04, -2.88], [2.80, 3.16, -3.09], [2.11, 2.20, -1.76], [4.49, -0.45, -7.13], [3.76, -0.09, -8.39], [2.65, 0.43, -8.37], [4.44, -0.41, -9.70], [3.87, -0.16, -6.26], [4.66, -1.52, -7.09], [5.43, 0.10, -7.08], [4.62, -1.49, -9.77], [5.39, 0.13, -9.76], [3.80, -0.10, -10.53], [-3.09, 5.49, 2.50], [-3.23, 4.09, 3.02], [-3.07, 3.11, 2.29], [-3.59, 3.92, 4.47], [-2.83, 5.46, 1.44], [-4.04, 6.03, 2.61], [-2.29, 6.01, 3.04], [-4.56, 4.39, 4.67], [-2.82, 4.37, 5.10], [-3.66, 2.85, 4.71]], "e_homo_ev": -10.97, "charge": 1, "spin_multiplicity": 1}

---

No. 2
{"formula": "CH2N2", "method": "wB97M-V/def2-TZVPD", "elements": ["N", "C", "N", "H", "H"], "xyz": [[1.97, -0.44, 0.02], [0.85, -0.18, -0.04], [-0.75, -0.08, 0.12], [-0.88, 0.69, 0.63], [-1.19, 0.02, -0.72]], "smiles": "N#CN", "e_homo_ev": -11.27, "de_lowest_kcal_mol": 28.1, "spin_multiplicity": 1}

---

One value per record, in order, for frontier orbital gap: 8.41 11.68 eV.
One value per record, in order, for calculated total energy: -76443.62140 -4047.79696 eV.
One value per record, in order, for lowest unoccupied orbital energy: -2.56 0.40 eV.